Record 1
Below is a 2-piece molecular cluster, C6H7N2O4S overall in a non-equilibrium geometry, with properties calculated with ωB97M-V/def2-TZVPD.

Last column: Mulliken spin population.
Geometry (Å):
C -0.666 2.133 -1.803  0.264
C -0.829 0.739 -1.893  0.284
C -0.385 2.634 -0.529  -0.157
C -0.862 -0.070 -0.777  -0.126
C -0.303 1.811 0.544  0.355
C -0.551 0.342 0.513  0.241
N 3.001 1.327 -0.217  -0.003
N 2.040 1.137 -0.734  0.002
O 0.321 -3.863 0.303  0.097
O 1.580 -1.824 0.974  0.052
O -0.194 -3.012 2.415  0.006
O -0.399 -0.407 1.662  0.596
S 0.194 -2.210 0.974  0.205
H -0.587 2.719 -2.718  0.047
H -1.224 0.203 -2.833  0.034
H -0.443 3.672 -0.326  0.005
H -1.108 -1.142 -0.955  0.015
H -0.028 2.383 1.470  0.081
H 0.916 -4.240 0.906  0.002
H -0.471 -2.333 3.023  0.002

Atomic forces in eV per Å
C 0.58 1.23 -0.11
C -1.34 -2.11 -2.02
C -1.27 -0.93 -2.00
C -0.09 -1.60 0.81
C 0.65 0.20 3.50
C 0.09 1.64 -0.90
N -2.03 -0.40 -1.12
N 2.53 0.25 1.01
O -1.96 2.62 -1.47
O 0.21 -0.22 0.01
O 0.32 0.51 -0.83
O -0.96 0.04 -0.81
S 1.15 -2.63 0.47
H -0.19 0.16 0.31
H 0.78 1.16 1.25
H 0.58 1.04 0.00
H 0.13 0.60 0.26
H -0.48 -1.21 -0.40
H 1.50 -1.03 1.45
H -0.21 0.69 0.58

Results
* E_LUMO (spin up / spin down): 3.12 / 0.65 eV
* highest occupied orbital energy (spin up / spin down): 0.41 / -3.64 eV
* net charge: -1
* 2S+1: 3



Record 2
Below is C31H19BrF7O5PTi as an isolated structure in a non-equilibrium geometry, with properties calculated with ωB97M-V/def2-TZVPD.

Last column: Mulliken spin population.
Geometry (Å):
Ti 0.668 0.569 -0.238  1.312
O 3.317 3.253 0.210  0.017
C 3.023 1.969 0.203  0.109
O 2.330 1.450 -0.709  0.022
C 3.880 1.272 1.152  0.019
O 3.847 -0.114 0.854  0.005
C 3.203 -0.959 1.860  0.002
C 1.796 -0.587 2.311  0.021
O 1.460 -0.638 3.504  0.016
O 0.892 -0.316 1.317  0.021
H 2.865 3.738 -0.506  0.000
H 4.910 1.657 1.010  0.001
H 3.583 1.394 2.177  0.009
H 3.206 -1.966 1.320  -0.001
H 3.784 -1.057 2.778  -0.003
F -5.923 -0.377 -3.811  0.000
C -4.774 -0.836 -3.256  0.001
C -3.655 -1.038 -4.086  0.001
F -3.830 -0.954 -5.392  0.000
C -2.422 -1.320 -3.481  0.010
F -1.355 -1.613 -4.288  0.004
C -2.272 -1.457 -2.113  0.014
P -0.666 -1.531 -1.244  -0.093
C 0.518 -0.594 -2.275  0.076
C 0.019 0.610 -2.967  0.123
C 0.795 1.159 -3.993  -0.030
C 2.039 0.621 -4.297  0.124
C 2.521 -0.479 -3.600  -0.013
C 1.817 -1.048 -2.573  0.148
C -0.125 -3.302 -1.421  0.026
C -0.008 -4.098 -0.250  -0.021
C 0.530 -5.371 -0.354  0.000
C 1.103 -5.805 -1.551  0.001
C 0.891 -5.129 -2.730  0.001
C 0.257 -3.855 -2.637  0.004
C -3.438 -1.402 -1.312  -0.015
Br -3.299 -1.929 0.494  0.000
C -4.663 -1.111 -1.864  0.002
F -5.730 -1.108 -1.053  0.000
H -0.985 1.005 -2.775  0.009
H 0.429 2.079 -4.414  -0.001
H 2.763 1.126 -4.946  0.012
H 3.484 -0.864 -3.884  -0.001
H 2.224 -1.869 -1.965  -0.001
H -0.388 -3.690 0.671  -0.001
H 0.382 -6.088 0.461  0.000
H 1.705 -6.719 -1.549  0.000
H 1.250 -5.554 -3.684  0.000
H 0.121 -3.247 -3.553  0.001
F -1.308 3.540 7.555  0.000
C -1.813 4.348 6.573  0.000
F -1.105 5.496 6.687  0.001
F -3.067 4.646 6.957  0.001
C -1.688 3.765 5.175  0.041
C -1.820 4.673 4.067  -0.019
C -1.486 4.269 2.818  0.037
C -1.029 2.923 2.646  -0.030
C -0.852 2.057 3.747  0.046
C -1.307 2.425 5.013  -0.017
C -0.677 2.463 1.365  0.178
C -0.421 2.087 0.178  -0.178
H -2.208 5.666 4.292  -0.001
H -1.562 4.949 1.987  0.002
H -0.355 1.090 3.547  0.007
H -1.383 1.728 5.845  -0.001

Atomic forces in eV per Å
Ti -0.50 -1.41 -2.41
O -0.39 0.71 -0.26
C -0.73 0.56 -2.21
O 2.19 1.43 0.45
C 0.74 -2.22 0.41
O -0.57 -0.45 0.94
C 0.66 -0.90 -1.31
C -2.89 0.19 0.35
O 1.07 0.15 -2.44
O 2.79 -1.98 4.22
H -0.10 -0.32 0.22
H -0.49 -0.15 0.16
H -0.15 0.66 0.64
H -0.31 1.21 0.95
H 0.31 0.19 -0.14
F 0.93 -0.75 0.65
C 0.15 0.07 0.36
C -0.59 0.15 1.37
F 0.34 0.11 -0.25
C 0.36 -0.68 -0.83
F -1.00 0.54 0.37
C -0.59 0.30 0.17
P 0.47 -0.57 0.13
C -1.21 1.37 -1.12
C 0.67 -1.54 0.22
C 0.09 0.04 1.19
C 0.24 0.84 -0.10
C 0.32 -0.16 0.18
C -0.26 -0.73 0.12
C 0.39 -0.12 0.65
C -0.23 0.37 -1.16
C -0.41 -0.11 0.42
C 0.03 -0.86 0.12
C -0.19 1.32 0.03
C 0.37 -0.17 -1.31
C 0.95 -0.30 -0.53
Br -0.31 0.23 -0.04
C -0.41 0.23 -0.60
F -0.01 0.25 -0.68
H 0.44 -0.25 0.04
H 0.08 0.13 -0.48
H -0.68 -0.19 -0.18
H 0.30 -0.09 0.19
H -0.10 0.24 -0.54
H -0.05 -0.13 0.31
H 0.68 0.47 -0.05
H -0.50 0.11 -0.05
H -0.27 0.53 0.58
H 0.14 -0.56 0.63
F -0.37 0.06 -0.82
C 0.32 -0.22 0.67
F -0.16 -0.03 -0.31
F -0.11 -0.06 -0.27
C -0.09 0.33 -0.19
C -0.02 -0.60 2.38
C 0.11 -1.36 -0.29
C 0.27 0.76 1.00
C -0.36 -0.35 -0.68
C 0.01 1.20 -0.36
C 0.73 -0.92 -4.06
C -2.23 3.03 3.87
H 0.31 -0.10 -0.21
H -0.06 -0.12 -0.26
H -0.62 0.43 0.27
H 0.51 0.21 -0.13

Results
* E_LUMO (spin up / spin down): -0.49 / -0.41 eV
* highest occupied orbital energy (spin up / spin down): -5.51 / -8.39 eV
* 2S+1: 3



Which M belongs to each record? In order, 203.2; 763.2 g mol⁻¹.
Which DFT total energy belongs to each record? In order, -1041.34813; -6032.68510 Ha.